Record 1
Formula: C3H4N2
Source: the OMol25 dataset
Level of theory: ωB97M-V/def2-TZVPD

Last column: Löwdin charge in e.
Element x y z (Å)
N  -0.315  -0.437  0.718  0.101
N  0.781  1.867  0.358  0.126
C  -0.209  -0.593  -0.594  -0.348
C  0.590  0.942  1.095  -0.306
C  -0.762  -1.568  -1.393  0.124
H  0.810  0.820  2.156  0.098
H  0.348  0.233  -1.081  0.079
H  -0.913  -1.362  -2.433  0.060
H  -1.002  -2.547  -1.002  0.065

Forces on the atoms, in the same order (eV/Å):
N 0.22 0.24 -0.08
N 0.32 -0.39 -0.06
C 1.15 1.38 -0.70
C -1.11 -0.68 -0.01
C 0.49 -0.23 1.46
H -0.01 -0.23 0.00
H -0.63 -0.20 -0.36
H -0.21 0.10 -0.29
H -0.23 0.02 0.05

Kohn-Sham gap = 5.32 eV
Charge = 0
Energy relative to the best compared isomer or geometry (same formula, charge and spin) = 6.084 eV
Highest occupied orbital energy = -8.32 eV
2S+1 = 1
DFT total energy = -226.00160 Eh

***

Record 2
Formula: C3H4N2
Source: the OMol25 dataset
Level of theory: ωB97M-V/def2-TZVPD

Last column: Löwdin charge in e.
Element x y z (Å)
N  0.847  -0.735  -0.005  -0.045
N  2.070  -0.163  -0.123  -0.041
C  -0.103  0.139  0.055  -0.238
C  -1.493  -0.184  0.075  -0.134
C  -2.693  -0.283  -0.091  0.104
H  -3.772  -0.290  -0.111  0.030
H  0.197  1.253  -0.040  0.130
H  2.065  0.908  0.002  0.111
H  2.883  -0.644  0.239  0.082

Forces on the atoms, in the same order (eV/Å):
N -0.31 1.09 0.65
N 0.19 2.19 -0.23
C 0.93 0.58 -0.46
C -1.31 0.02 -0.70
C 0.92 0.28 0.59
H 0.59 -0.18 -0.06
H -0.77 -1.55 0.33
H 0.33 -2.28 -0.12
H -0.58 -0.15 0.01

Kohn-Sham gap = 9.42 eV
Charge = 0
Energy relative to the best compared isomer or geometry (same formula, charge and spin) = 3.393 eV
Highest occupied orbital energy = -8.60 eV
2S+1 = 1
SMILES string = C#C/C=N/N
DFT total energy = -226.10049 Eh

***

Record 3
Formula: C3H4N2
Source: the OMol25 dataset
Level of theory: ωB97M-V/def2-TZVPD

Last column: Löwdin charge in e.
Element x y z (Å)
N  -1.080  2.296  -1.130  0.154
N  0.089  -1.010  -0.633  0.033
C  -0.453  1.398  -0.748  -0.198
C  -0.274  -0.637  0.734  -0.121
C  0.348  0.369  -0.205  -0.318
H  0.404  -0.974  1.467  0.088
H  -1.338  -0.588  0.985  0.117
H  0.926  -1.559  -0.526  0.090
H  1.379  0.706  0.057  0.155

Forces on the atoms, in the same order (eV/Å):
N 0.72 -1.12 0.41
N -0.34 0.14 0.28
C -1.38 1.92 -1.01
C -0.66 0.78 -0.98
C 1.24 -0.88 1.32
H 0.36 -0.35 1.05
H 0.48 0.01 -0.18
H 0.44 -0.07 -0.52
H -0.87 -0.43 -0.38

Kohn-Sham gap = 11.29 eV
Charge = 0
Energy relative to the best compared isomer or geometry (same formula, charge and spin) = 1.678 eV
Highest occupied orbital energy = -10.60 eV
2S+1 = 1
SMILES string = N#C[C@H]1CN1
DFT total energy = -226.16352 Eh

***

Record 4
Formula: C3H4N2
Source: the OMol25 dataset
Level of theory: ωB97M-V/def2-TZVPD

Last column: Löwdin charge in e.
Element x y z (Å)
N  -1.439  0.881  -0.110  0.038
N  -2.206  -0.141  -0.060  0.035
C  -1.000  -1.042  0.193  -0.043
C  -0.204  0.031  0.038  -0.295
C  1.204  0.512  0.014  -0.039
H  -1.003  -2.129  0.144  0.082
H  1.121  1.268  -0.808  0.102
H  1.744  0.884  0.886  0.087
H  1.782  -0.264  -0.296  0.034

Forces on the atoms, in the same order (eV/Å):
N -2.07 -0.96 -0.33
N 1.32 2.05 0.26
C 0.74 0.03 -1.11
C 0.07 -1.09 1.92
C -2.04 1.78 -0.86
H 0.30 0.28 0.35
H 0.79 -0.24 0.75
H -0.89 0.42 0.29
H 1.80 -2.29 -1.26

Kohn-Sham gap (alpha / beta) = 8.47 / 8.47 eV
Charge = 0
Energy relative to the best compared isomer or geometry (same formula, charge and spin) = 4.792 eV
Highest occupied orbital energy (alpha / beta) = -9.17 / -9.17 eV
2S+1 = 1
SMILES string = CC1=CN=N1
DFT total energy = -226.04907 Eh

***

Record 5
Formula: C3H4N2
Source: the OMol25 dataset
Level of theory: ωB97M-V/def2-TZVPD

Last column: Löwdin charge in e.
Element x y z (Å)
N  -0.524  -0.838  -0.085  -0.047
N  -0.790  -1.890  0.732  -0.010
C  0.559  1.175  -0.402  -0.124
C  0.691  2.237  -1.008  0.101
C  0.358  -0.038  0.324  -0.242
H  -0.565  -1.728  1.740  0.104
H  -1.686  -2.296  0.567  0.073
H  0.904  3.176  -1.538  0.037
H  0.898  -0.297  1.227  0.108

Forces on the atoms, in the same order (eV/Å):
N -1.32 -0.71 -0.02
N 0.93 0.03 1.08
C 0.69 2.65 -1.47
C 0.14 -1.57 0.99
C 0.31 0.53 -0.17
H -0.39 -0.31 -1.20
H -0.32 -0.04 -0.09
H -0.36 -1.09 0.58
H 0.32 0.51 0.28

Kohn-Sham gap = 9.62 eV
Charge = 0
Energy relative to the best compared isomer or geometry (same formula, charge and spin) = 3.244 eV
Highest occupied orbital energy = -8.69 eV
2S+1 = 1
SMILES string = C#C/C=N/N
DFT total energy = -226.10595 Eh

***

Record 6
Formula: C3H4N2O
Source: the OMol25 dataset
Level of theory: ωB97M-V/def2-TZVPD

Last column: Löwdin charge in e.
Element x y z (Å)
O  -0.124  1.071  1.753  -0.057
N  -1.123  -0.107  -0.129  0.083
N  1.096  0.186  -0.218  0.072
C  -0.464  -1.011  -0.977  -0.179
C  -0.022  0.450  0.417  -0.428
C  0.852  -0.723  -1.162  -0.172
H  -1.240  -1.266  -1.838  0.132
H  1.642  -1.334  -1.624  0.112
H  0.829  1.045  2.297  0.190
H  -2.244  0.138  -0.093  0.248

Forces on the atoms, in the same order (eV/Å):
O 3.24 -0.92 -1.01
N -0.99 -0.13 0.46
N 1.16 1.72 3.15
C -5.55 -0.88 -5.85
C 0.89 2.58 3.44
C -0.98 -1.40 0.88
H 2.01 -0.59 1.76
H -0.62 0.79 -0.16
H -3.58 -0.08 -2.88
H 4.42 -1.07 0.21

Kohn-Sham gap = 9.16 eV
Charge = 0
Energy relative to the best compared isomer or geometry (same formula, charge and spin) = 2.922 eV
Highest occupied orbital energy = -8.51 eV
2S+1 = 1
SMILES string = Oc1ncc[nH]1
DFT total energy = -301.37986 Eh

***

> 2S+1 of number 5 (C3H4N2)?

1

***

> Which of these has the lowest DFT total energy?

C3H4N2O